C22H63AgBN3O10Rb | wB97M-V/def2-TZVPD

Element x y z (Å)
H1 2.905304 -0.397291 -4.321208
C1 -3.869686 1.519249 1.803722
H2 -1.157036 2.025129 0.666962
H3 2.816134 0.714089 -0.915198
N1 1.769444 0.286269 0.960852
H4 -2.138816 3.937399 1.886952
H5 2.635814 -0.989751 3.312532
H6 -2.718936 -2.729661 -3.617738
C2 2.344544 -3.130811 3.090572
H7 6.050034 -1.656881 0.221122
H8 1.329324 6.211619 1.735482
O1 -0.440136 5.103019 1.520042
C3 2.301704 -0.812291 -3.514018
C4 2.988944 -1.818311 -2.648538
C5 0.961564 5.185589 1.746352
H9 4.250224 0.440519 1.783472
H10 -3.093116 -1.677901 0.775392
O2 3.992754 -1.178191 0.606852
H11 0.969774 0.597679 0.428262
H12 2.804924 -4.314531 1.675632
H13 2.054504 3.925189 -3.536488
H14 1.488694 -3.711261 3.435092
C6 -3.047416 -0.580081 3.009302
C7 5.165024 -1.989351 0.763642
H15 -2.260666 -5.513081 1.823452
N2 -1.891636 3.320309 -0.765158
O3 -4.438726 2.045189 3.023052
O4 0.116574 -4.062881 0.063462
O5 2.620924 -3.372361 1.667912
H16 0.263634 5.060199 -2.507328
C8 2.897444 0.826669 0.165922
H17 1.627694 0.817089 1.808342
C9 -1.204346 -4.342101 0.541862
O6 -0.917376 -3.348771 -2.836378
H18 1.055604 2.996089 -4.522888
C10 -3.896536 -0.058621 1.794312
H19 -1.784976 -3.441031 0.739472
C11 2.812654 2.335449 0.209062
C12 -5.079536 3.280769 2.964172
H20 -0.900786 -4.491301 2.570022
H21 0.137274 2.951329 0.093582
H22 -1.191436 5.300749 -0.883448
H23 0.442274 -0.688341 -1.000908
C13 -1.083406 3.884469 1.619712
C14 1.341694 3.102749 -3.476528
C15 -1.537316 4.522079 -1.563258
H24 2.499604 2.729219 1.176042
O7 2.182824 -2.407451 -1.586748
H25 -2.537316 -0.399341 0.217172
H26 -5.288316 3.667079 3.961802
H27 3.231074 -2.648311 -3.312288
H28 -2.871926 1.883189 1.558512
C16 -2.039776 -3.581991 -3.598528
H29 2.099594 2.322759 -3.403808
H30 -3.072646 -1.662861 3.131972
H31 -0.930756 4.411699 -3.609128
H32 1.075454 4.850409 2.777272
H33 3.815984 -1.219121 -2.267658
H34 -1.107976 -2.643231 -2.213898
H35 -0.884186 0.197939 -0.512488
H36 1.901774 -0.011581 -2.891908
H37 0.040254 -1.227011 3.731192
H38 5.077694 0.559549 0.306182
H39 1.407684 -1.218691 -3.986968
H40 -1.801056 -4.796241 -0.249218
C17 -0.493976 4.284479 -2.618598
H41 -4.945306 -0.275411 1.997262
H42 -2.640306 -4.326071 -3.075258
H43 -2.694586 -3.780031 -5.631208
H44 -1.977576 -0.419151 2.876502
H45 -1.205726 -1.326311 -1.338118
H46 -0.619596 3.254839 2.379022
H47 -0.374126 -5.109071 -5.266678
H48 1.789774 -1.603991 4.524112
H49 3.141054 -3.479911 3.747682
H50 2.159394 2.672719 -0.595678
O8 0.282934 3.125779 -2.518318
C18 -0.923806 3.034709 0.328652
H51 3.722244 2.882659 -0.038528
H52 4.898754 -3.003681 0.466422
H53 -2.403176 5.044779 -1.969688
H54 -0.596576 -6.027341 1.750832
Rb1 -1.515796 0.792569 -2.933978
O9 0.467684 -1.638191 2.976322
B1 -0.562346 -0.825021 -0.631708
H55 -1.001456 -3.328131 -5.457098
H56 5.487154 -1.879071 1.799102
C19 1.855304 -1.739071 3.444502
N3 -3.400466 -0.727421 0.626352
O10 -1.327616 -5.195271 -5.337578
H57 -4.270626 3.908869 2.591012
Ag1 1.327744 -1.889541 0.496962
H58 -5.849366 3.292129 2.192592
H59 -4.541106 1.805229 0.994092
C20 -1.236376 -5.144981 1.764932
C21 -1.798256 -3.938061 -5.031438
H60 -2.824606 3.415419 -0.390158
H61 1.706164 4.518539 1.311952
H62 -0.693006 -1.377631 0.285782
C22 4.136934 0.203079 0.725702
H63 -3.369926 -0.092511 3.929282

Cartesian forces (eV/Å) of the 2 atoms listed first:
0.4 0.0 0.2
-1.2 -0.8 -0.6

- LUMO level (spin up / spin down) (eV) = 1.8482 / 1.4394
- E (a.u.) = -1988.06956
- total charge = -1
- HOMO energy (spin up / spin down) (Eh) = -0.00376 / -0.11722
- spin multiplicity = 3

Atom charges from the Mulliken analysis, given in e for atoms 1 to 99:
1. H 0.301
2. C 0.435
3. H -0.844
4. H -0.875
5. N 0.805
6. H -0.237
7. H 0.021
8. H 0.250
9. C -0.589
10. H 0.384
11. H 0.345
12. O -0.362
13. C -0.028
14. C -0.407
15. C -0.834
16. H 0.395
17. H 0.336
18. O 0.376
19. H -1.033
20. H 0.193
21. H 0.341
22. H 0.341
23. C -1.187
24. C -1.090
25. H 0.421
26. N 0.187
27. O -0.355
28. O -0.622
29. O -0.269
30. H 0.249
31. C 2.224
32. H 0.230
33. C 0.786
34. O -0.431
35. H 0.371
36. C 0.170
37. H -0.613
38. C -1.729
39. C -0.746
40. H 0.177
41. H -1.229
42. H 0.215
43. H -1.240
44. C -0.113
45. C -0.724
46. C -0.306
47. H 0.357
48. O -0.645
49. H 0.026
50. H 0.266
51. H 0.397
52. H -0.669
53. C -0.003
54. H 0.106
55. H 0.429
56. H 0.238
57. H 0.413
58. H 0.046
59. H -0.449
60. H -1.391
61. H -0.552
62. H 0.176
63. H 0.488
64. H 0.123
65. H 0.249
66. C -0.709
67. H 0.221
68. H 0.295
69. H 0.346
70. H -0.040
71. H -0.026
72. H 0.458
73. H 0.333
74. H 0.651
75. H 0.481
76. H 0.076
77. O 0.263
78. C 1.634
79. H 0.494
80. H 0.172
81. H 0.390
82. H 0.294
83. Rb 0.621
84. O -0.285
85. B 3.781
86. H 0.296
87. H 0.315
88. C -0.656
89. N -0.443
90. O -0.568
91. H 0.181
92. Ag 0.071
93. H 0.337
94. H 0.463
95. C -1.388
96. C -0.772
97. H 0.260
98. H 0.224
99. H -0.993